Computed, not measured: a 14-piece molecular cluster, C39H98O40S11 overall at a distorted geometry, with ωB97M-V/def2-TZVPD.

Summary:
E_HOMO: -10.5 eV
Energy relative to the best compared isomer or geometry (same formula, charge and spin): 0.0 kcal per mole
Orbital gap: 10.64 eV
Total charge: 0

The geometry in XYZ format:
```
188
Properties=species:S:1:pos:R:3:mulliken_charge:R:1
O -6.62 -5.98 6.93 -0.57
S -7.50 -5.25 6.02 1.16
O -7.28 -5.20 4.57 -0.60
O -9.05 -5.83 6.18 -0.35
C -9.58 -6.00 7.48 -0.21
C -9.66 -7.53 7.78 -1.11
C -7.74 -3.57 6.63 -0.93
H -10.58 -5.57 7.46 0.33
H -8.88 -5.51 8.16 0.30
H -8.64 -7.81 8.00 0.28
H -9.98 -8.07 6.89 0.29
H -10.40 -7.77 8.55 0.36
H -8.65 -3.05 6.35 0.33
H -6.79 -3.15 6.31 0.37
H -7.64 -3.49 7.72 0.36
O -0.87 -4.06 8.74 -0.59
S -0.34 -4.23 10.08 1.15
O -0.82 -3.26 11.15 -0.61
O -0.51 -5.81 10.62 -0.31
C 0.11 -6.84 9.81 -0.13
C -0.63 -8.11 10.14 -1.27
C 1.47 -4.04 9.98 -0.93
H 1.15 -6.96 10.14 0.27
H 0.19 -6.58 8.75 0.39
H -1.71 -8.03 10.25 0.34
H -0.47 -8.44 11.16 0.32
H -0.30 -8.93 9.49 0.35
H 1.86 -4.75 10.71 0.33
H 1.64 -3.05 10.38 0.39
H 1.84 -4.02 8.96 0.30
O 3.03 7.92 5.80 -0.59
S 4.44 8.32 5.58 1.10
O 5.60 7.55 5.99 -0.57
O 4.69 8.53 3.94 -0.33
C 3.63 8.65 2.98 -0.18
C 4.25 9.44 1.83 -1.10
C 4.70 10.06 5.99 -0.86
H 2.73 9.09 3.41 0.33
H 3.28 7.70 2.58 0.29
H 5.20 9.02 1.50 0.29
H 4.59 10.33 2.37 0.29
H 3.58 9.65 1.00 0.35
H 4.81 10.20 7.07 0.40
H 3.77 10.53 5.68 0.29
H 5.65 10.34 5.54 0.30
O 4.57 -7.35 -8.04 -0.57
S 4.69 -6.07 -8.78 1.10
O 4.39 -4.77 -8.18 -0.59
O 6.13 -5.98 -9.64 -0.30
C 6.40 -4.80 -10.45 -0.17
C 7.87 -4.83 -10.98 -1.22
C 3.53 -6.33 -10.17 -0.89
H 6.09 -3.96 -9.82 0.40
H 5.74 -4.73 -11.32 0.25
H 8.50 -4.86 -10.09 0.32
H 8.15 -3.94 -11.55 0.36
H 8.23 -5.72 -11.49 0.32
H 3.74 -5.51 -10.86 0.30
H 2.54 -6.32 -9.71 0.36
H 3.76 -7.27 -10.67 0.31
O -0.71 -1.73 -0.67 -0.57
S -1.28 -0.50 -1.32 1.10
O -2.73 -0.17 -1.40 -0.62
O -0.61 0.75 -0.43 -0.28
C -1.36 1.47 0.48 -0.33
C -1.18 0.65 1.85 -0.90
C -0.52 -0.21 -3.04 -0.82
H -2.38 1.66 0.15 0.31
H -0.91 2.46 0.50 0.26
H -1.79 1.01 2.67 0.35
H -0.18 0.77 2.26 0.26
H -1.35 -0.43 1.76 0.26
H -1.18 0.52 -3.51 0.30
H -0.59 -1.14 -3.61 0.36
H 0.48 0.13 -2.76 0.32
O -8.87 5.77 0.84 -0.57
S -8.88 5.72 2.29 1.11
O -9.36 4.59 3.10 -0.57
O -7.31 6.01 2.76 -0.31
C -6.91 5.98 4.06 -0.23
C -6.11 7.16 4.63 -1.12
C -9.62 7.39 2.84 -0.86
H -6.36 5.06 4.24 0.33
H -7.67 5.90 4.84 0.29
H -5.28 7.37 3.94 0.30
H -5.68 7.01 5.62 0.36
H -6.63 8.11 4.69 0.29
H -10.62 7.42 2.39 0.37
H -9.09 8.26 2.47 0.31
H -9.55 7.30 3.92 0.31
O 1.36 -10.46 3.03 -0.57
S 1.20 -9.30 2.18 1.11
O 1.86 -8.05 2.55 -0.58
O 1.78 -9.77 0.62 -0.34
C 1.51 -8.96 -0.48 -0.26
C 0.56 -9.85 -1.35 -1.04
C -0.61 -8.94 1.80 -0.83
H 2.42 -8.78 -1.04 0.33
H 1.01 -8.01 -0.30 0.26
H 0.29 -9.32 -2.27 0.37
H -0.46 -10.05 -1.03 0.31
H 1.05 -10.80 -1.53 0.28
H -0.92 -9.84 1.26 0.26
H -0.70 -8.06 1.16 0.31
H -1.10 -8.88 2.77 0.38
O 10.40 0.66 -7.99 -0.60
S 9.82 1.79 -7.25 1.09
O 10.13 1.93 -5.86 -0.57
O 10.25 3.22 -8.08 -0.32
C 10.77 3.01 -9.34 -0.15
C 10.75 4.24 -10.21 -1.25
C 8.06 1.84 -7.54 -0.86
H 10.15 2.33 -9.92 0.30
H 11.73 2.49 -9.40 0.33
H 11.12 3.92 -11.18 0.38
H 11.64 4.82 -9.98 0.33
H 9.84 4.85 -10.25 0.31
H 7.78 2.62 -6.84 0.34
H 7.62 0.95 -7.08 0.36
H 7.74 1.96 -8.58 0.30
O -6.02 -7.16 -5.66 -0.58
S -6.12 -5.94 -4.81 1.06
O -5.03 -5.00 -4.68 -0.54
O -7.61 -5.15 -5.09 -0.33
C -7.66 -3.77 -4.84 -0.18
C -9.14 -3.39 -4.69 -1.14
C -6.50 -6.43 -3.07 -0.81
H -7.09 -3.37 -5.68 0.32
H -7.12 -3.55 -3.92 0.36
H -9.20 -2.34 -5.00 0.33
H -9.52 -3.60 -3.70 0.29
H -9.76 -3.98 -5.37 0.31
H -7.18 -7.29 -3.09 0.30
H -6.89 -5.48 -2.70 0.29
H -5.57 -6.68 -2.56 0.33
O 3.34 5.88 -7.20 -0.60
S 3.96 7.16 -6.75 1.13
O 4.48 7.29 -5.38 -0.59
O 5.25 7.43 -7.77 -0.36
C 6.11 8.50 -7.54 -0.22
C 5.93 9.62 -8.54 -1.07
C 2.86 8.53 -7.23 -0.89
H 7.13 8.12 -7.61 0.35
H 6.00 8.94 -6.55 0.31
H 6.77 10.30 -8.63 0.38
H 5.19 10.31 -8.14 0.26
H 5.71 9.26 -9.55 0.28
H 2.78 8.65 -8.31 0.31
H 3.20 9.41 -6.69 0.31
H 1.88 8.35 -6.79 0.39
O 1.20 3.24 12.19 -0.60
S 0.60 4.43 12.78 1.14
O 1.42 5.64 13.08 -0.58
O -0.65 4.91 11.77 -0.35
C -1.22 4.01 10.81 -0.16
C -2.73 3.81 11.02 -1.11
C -0.42 3.98 14.17 -0.88
H -0.76 3.02 10.88 0.30
H -1.10 4.37 9.79 0.29
H -2.97 3.37 11.98 0.29
H -3.17 3.20 10.23 0.36
H -3.19 4.80 11.05 0.29
H -0.87 3.00 14.01 0.30
H -1.25 4.67 14.10 0.31
H 0.26 4.18 15.01 0.39
O -5.13 4.83 -2.96 -0.64
H -5.94 5.03 -2.49 0.32
H -5.08 3.87 -2.95 0.32
C -1.51 -0.12 -10.37 -0.21
C -3.07 0.23 -10.25 -0.31
O -3.74 -1.00 -10.32 -0.32
C -2.88 -2.00 -10.30 0.68
O -3.13 -3.19 -10.20 -0.55
O -1.59 -1.54 -10.20 -0.31
H -0.86 0.49 -9.75 0.30
H -1.20 0.16 -11.38 0.24
H -3.50 0.81 -11.06 0.26
H -3.36 0.67 -9.30 0.23
C 5.38 -2.12 1.31 -0.30
C 4.57 -1.74 2.54 -0.23
O 4.91 -0.36 2.66 -0.33
C 5.33 0.12 1.49 0.73
O 5.40 1.31 1.18 -0.58
O 5.63 -0.86 0.72 -0.33
H 4.87 -2.84 0.67 0.29
H 6.35 -2.54 1.57 0.24
H 4.92 -2.26 3.43 0.27
H 3.55 -2.02 2.30 0.25
```


Computed, not measured: the molecule C6H12, with ωB97M-V/def2-TZVPD.

Summary:
E_HOMO: -11.0 eV
Energy relative to the best compared isomer or geometry (same formula, charge and spin): 2.3 kcal per mole
Orbital gap: 12.18 eV
SMILES: CC1CCCC1
Total charge: 0

The geometry in XYZ format:
```
18
Properties=species:S:1:pos:R:3:mulliken_charge:R:1
C -1.84 0.86 0.20 -1.62
C -0.84 -0.16 -0.34 0.58
C -0.16 -0.97 0.80 -0.81
C 1.27 -0.42 0.87 -0.62
C 1.61 -0.17 -0.60 -0.57
C 0.33 0.51 -1.12 -0.88
H -1.36 1.53 0.92 0.36
H -2.68 0.36 0.71 0.39
H -2.25 1.48 -0.60 0.38
H -1.38 -0.85 -1.01 0.28
H -0.13 -2.04 0.55 0.30
H -0.70 -0.88 1.74 0.35
H 1.29 0.53 1.43 0.26
H 1.97 -1.11 1.37 0.35
H 2.51 0.44 -0.74 0.35
H 1.76 -1.12 -1.11 0.28
H 0.36 1.58 -0.88 0.30
H 0.22 0.43 -2.20 0.33
```


Computed, not measured: C24H66F6NO15S2 as an isolated structure at a distorted geometry, with ωB97M-V/def2-TZVPD.

Summary:
E_HOMO: -6.4 eV
Energy relative to the best compared isomer or geometry (same formula, charge and spin): 66.4 kcal per mole
Orbital gap: 8.24 eV
Total charge: -1

The geometry in XYZ format:
```
114
Properties=species:S:1:pos:R:3:mulliken_charge:R:1
C -20.08 11.45 -6.15 0.64
F -20.16 12.74 -5.84 -0.22
F -21.01 11.12 -7.01 -0.21
F -18.81 11.21 -6.59 -0.22
S -20.26 10.48 -4.43 0.82
O -21.17 11.33 -3.68 -0.58
O -20.68 9.12 -4.84 -0.55
N -18.56 10.65 -3.90 -0.30
S -17.94 9.26 -4.03 0.92
O -18.48 8.38 -2.95 -0.64
O -18.01 8.68 -5.35 -0.59
C -16.01 9.66 -3.71 0.59
F -15.74 10.70 -4.46 -0.23
F -15.82 9.77 -2.39 -0.20
F -15.17 8.72 -4.15 -0.24
C -12.84 10.34 -8.91 -0.92
C -12.53 10.09 -10.39 -0.22
O -11.22 10.62 -10.68 -0.54
H -12.37 9.66 -8.20 0.25
H -13.91 10.31 -8.70 0.33
H -12.43 11.30 -8.60 0.29
H -13.30 10.51 -11.04 0.33
H -12.53 9.01 -10.46 0.18
H -10.55 10.08 -10.25 0.30
C -19.18 4.99 2.77 -0.93
C -18.99 4.59 1.26 -0.27
O -18.46 3.30 1.24 -0.49
H -19.81 4.26 3.29 0.27
H -19.67 5.96 2.87 0.29
H -18.19 4.93 3.23 0.29
H -18.27 5.26 0.79 0.25
H -20.03 4.64 0.93 0.29
H -17.57 3.48 1.56 0.30
C -16.53 16.36 -5.00 -1.03
C -16.07 15.15 -4.35 -0.11
O -17.11 14.65 -3.49 -0.47
H -17.43 16.23 -5.60 0.24
H -15.81 16.78 -5.70 0.34
H -16.86 17.05 -4.22 0.26
H -15.12 15.16 -3.82 0.26
H -15.96 14.43 -5.16 0.23
H -17.31 13.78 -3.82 0.26
C -24.00 16.11 -10.48 -0.97
C -24.49 15.15 -9.42 -0.19
O -25.87 15.33 -9.23 -0.51
H -22.96 16.01 -10.80 0.33
H -24.11 17.12 -10.10 0.26
H -24.65 16.05 -11.35 0.27
H -23.87 15.23 -8.53 0.24
H -24.20 14.15 -9.76 0.25
H -26.35 14.56 -9.54 0.31
C -10.56 12.99 -4.12 -1.06
C -10.39 12.26 -2.85 -0.16
O -9.49 12.68 -1.88 -0.50
H -11.45 12.69 -4.68 0.32
H -9.60 13.01 -4.64 0.32
H -10.70 14.02 -3.78 0.31
H -10.20 11.23 -3.13 0.24
H -11.35 12.28 -2.34 0.25
H -8.76 13.13 -2.30 0.29
C -21.27 17.51 -3.01 -0.93
C -21.95 16.68 -1.90 -0.25
O -21.18 15.53 -1.57 -0.48
H -20.19 17.52 -2.84 0.25
H -21.63 18.54 -3.03 0.31
H -21.29 17.13 -4.04 0.27
H -23.01 16.48 -1.98 0.35
H -21.86 17.15 -0.92 0.20
H -21.74 14.76 -1.71 0.27
C -20.71 9.93 0.76 -1.09
C -19.32 10.47 1.03 -0.14
O -18.97 11.42 0.08 -0.49
H -21.54 10.58 0.47 0.34
H -21.20 9.27 1.49 0.34
H -20.75 9.47 -0.23 0.25
H -18.63 9.63 1.16 0.21
H -19.22 10.97 1.99 0.28
H -19.02 11.02 -0.79 0.29
C -25.43 6.22 -6.90 -1.05
C -26.52 7.35 -6.93 -0.18
O -26.34 8.03 -8.20 -0.52
H -25.70 5.50 -6.13 0.30
H -24.42 6.63 -6.84 0.29
H -25.47 5.62 -7.82 0.36
H -26.58 8.04 -6.09 0.29
H -27.53 6.93 -6.98 0.23
H -26.16 7.34 -8.84 0.28
C -10.21 4.63 -5.14 -0.96
C -11.11 5.41 -6.09 -0.21
O -10.88 5.24 -7.45 -0.54
H -10.50 4.79 -4.10 0.31
H -9.24 5.09 -5.34 0.25
H -10.23 3.60 -5.48 0.27
H -11.01 6.45 -5.78 0.23
H -12.16 5.17 -5.91 0.33
H -11.67 5.46 -7.94 0.32
C -21.01 7.84 -10.98 -0.88
C -19.73 8.55 -11.16 -0.23
O -19.27 8.45 -12.48 -0.52
H -20.70 6.80 -11.01 0.24
H -21.79 8.12 -11.69 0.27
H -21.48 8.04 -10.02 0.31
H -18.97 8.12 -10.51 0.21
H -19.89 9.61 -10.98 0.28
H -19.59 9.24 -12.92 0.32
C -13.53 5.65 0.48 -1.00
C -13.35 4.16 0.24 -0.19
O -13.92 3.56 1.35 -0.46
H -13.27 5.95 1.50 0.31
H -14.57 5.97 0.51 0.22
H -12.88 6.25 -0.15 0.34
H -12.30 4.06 0.00 0.32
H -13.96 3.96 -0.64 0.18
H -13.19 3.08 1.74 0.29
```


Computed, not measured: C9H11NOS2 as an isolated structure at a distorted geometry, with ωB97M-V/def2-TZVPD.

Summary:
E_HOMO: -8.8 eV
Energy relative to the best compared isomer or geometry (same formula, charge and spin): 48.1 kcal per mole
Orbital gap: 9.29 eV
Total charge: 0

The geometry in XYZ format:
```
24
Properties=species:S:1:pos:R:3:mulliken_charge:R:1
C 3.50 -0.74 1.01 -1.27
C 2.81 -0.29 -0.26 -0.18
C 1.50 0.43 -0.05 -0.51
C -1.52 -0.43 -1.06 0.41
C -2.42 -1.40 -0.69 -0.58
C -3.38 -1.05 0.25 -0.22
C -3.56 0.25 0.66 -0.64
C -2.64 1.20 0.25 -0.25
C -1.61 0.87 -0.59 0.14
H 2.94 -1.31 1.68 0.40
H 4.38 -1.39 0.76 0.34
H 3.96 0.17 1.48 0.30
H 2.62 -1.22 -0.87 0.26
H 3.50 0.35 -0.84 0.23
H 0.85 -0.14 0.66 0.31
H 1.78 1.44 0.35 0.34
H -2.37 -2.48 -0.86 0.36
H -4.05 -1.84 0.59 0.35
H -4.21 0.51 1.50 0.33
H -2.63 2.23 0.68 0.32
N 0.83 0.67 -1.33 -0.18
O 0.07 2.92 -0.13 -0.59
S -0.01 -0.70 -2.00 -0.09
S -0.34 1.95 -1.19 0.44
```


Computed, not measured: C19H39IrO3P3 as an isolated structure at a distorted geometry, with ωB97M-V/def2-TZVPD.

Summary:
Multiplicity: 6
E_HOMO (alpha / beta): -18.7 / -22.1 eV
Energy relative to the best compared isomer or geometry (same formula, charge and spin): 3.5 kcal per mole
Orbital gap (alpha / beta): 6.46 / 4.21 eV
Total charge: +4

The geometry in XYZ format:
```
65
Properties=species:S:1:pos:R:3:mulliken_charge:R:1
P -0.68 2.10 1.56 0.78
C -1.40 1.83 3.23 -1.03
H -1.72 2.80 3.63 0.54
H -0.64 1.38 3.89 0.46
H -2.26 1.16 3.14 0.34
C 0.66 3.28 1.87 -1.41
H 0.99 3.75 0.95 0.42
H 1.51 2.73 2.30 0.39
H 0.31 4.04 2.58 0.53
C -1.94 3.30 0.92 -1.19
H -1.94 4.18 1.59 0.55
H -2.93 2.82 0.91 0.41
H -1.67 3.60 -0.11 0.26
P -2.12 -0.78 -2.31 0.32
C -3.50 -1.85 -1.73 -1.01
H -4.06 -2.22 -2.60 0.49
H -4.19 -1.28 -1.08 0.42
H -3.12 -2.71 -1.16 0.37
C -2.90 0.65 -3.07 -1.27
H -2.15 1.24 -3.60 0.39
H -3.35 1.26 -2.28 0.37
H -3.66 0.30 -3.76 0.53
C -1.29 -1.73 -3.61 -1.21
H -2.01 -1.86 -4.43 0.51
H -0.99 -2.71 -3.22 0.37
H -0.41 -1.18 -3.96 0.30
P 2.11 -1.61 -0.10 0.81
C 2.26 -3.15 0.85 -0.94
H 3.33 -3.40 0.97 0.49
H 1.75 -3.97 0.32 0.46
H 1.79 -3.00 1.83 0.15
C 3.08 -2.10 -1.61 -1.26
H 3.96 -2.69 -1.26 0.51
H 3.40 -1.21 -2.17 0.35
H 2.43 -2.73 -2.24 0.38
C 3.31 -0.57 0.76 -1.24
H 4.30 -1.03 0.67 0.53
H 2.99 -0.50 1.80 0.32
H 3.33 0.43 0.33 0.24
Ir -0.48 -0.04 -0.92 2.57
C -1.92 0.14 0.29 -0.18
O -2.91 0.00 0.91 -0.36
C -0.39 -1.88 -0.45 -0.17
O -0.67 -3.00 -0.17 -0.39
C 1.49 0.53 -2.74 -0.66
C 2.25 1.14 -1.75 -0.95
C 1.76 2.24 -1.05 -0.72
C 0.51 2.77 -1.36 -1.18
C -0.27 2.18 -2.35 -0.57
C 0.21 1.05 -3.06 -1.69
H 1.91 -0.25 -3.39 0.57
H 3.30 0.85 -1.61 1.26
H 2.41 2.71 -0.31 0.60
H 0.19 3.73 -0.96 1.26
H -1.16 2.72 -2.68 0.57
H -0.23 0.76 -4.02 1.18
C 0.47 -1.89 4.87 -1.22
C -0.16 -1.67 3.54 0.13
O 0.66 -0.77 2.77 -0.08
H 1.44 -2.37 4.83 0.39
H -0.18 -2.56 5.42 0.44
H 0.57 -0.97 5.44 0.35
H -0.27 -2.65 3.03 0.36
H -1.14 -1.19 3.66 0.40
H 0.04 -0.16 2.27 -0.32
```


Computed, not measured: the molecule C7H15NO2S2, with ωB97M-V/def2-TZVPD.

Summary:
E_HOMO: -9.7 eV
Energy relative to the best compared isomer or geometry (same formula, charge and spin): 0.0 kcal per mole
Orbital gap: 10.24 eV
SMILES: CSS(=O)(=O)[C@@H]1CCCC[C@H]1N
Total charge: 0

The geometry in XYZ format:
```
27
Properties=species:S:1:pos:R:3:mulliken_charge:R:1
C 3.76 0.29 -1.63 -0.77
S 3.29 -0.82 -0.27 -0.14
S 1.78 0.35 0.63 1.18
O 2.16 1.71 0.34 -0.66
O 1.73 -0.05 2.01 -0.66
C 0.10 0.05 -0.11 -0.12
C -0.56 1.40 0.07 -1.09
C -2.05 1.36 -0.29 -0.78
C -2.74 0.31 0.57 -0.59
C -2.11 -1.05 0.34 -0.99
C -0.60 -1.07 0.65 0.41
N -0.07 -2.36 0.22 -0.69
H 4.84 0.24 -1.72 0.36
H 3.44 1.28 -1.35 0.29
H 3.29 -0.05 -2.55 0.25
H 0.25 -0.21 -1.15 0.31
H -0.04 2.15 -0.53 0.40
H -0.45 1.69 1.12 0.43
H -2.17 1.11 -1.34 0.37
H -2.49 2.34 -0.11 0.35
H -3.81 0.27 0.33 0.30
H -2.65 0.58 1.63 0.33
H -2.60 -1.80 0.97 0.42
H -2.24 -1.36 -0.70 0.38
H -0.46 -0.87 1.72 0.24
H 0.92 -2.42 0.43 0.20
H -0.53 -3.11 0.73 0.27
```